{
  "formula": "C16F26",
  "method": "ωB97M-V/def2-TZVPD",
  "elements": ["F", "C", "F", "C", "F", "F", "C", "F", "F", "C", "F", "C", "F", "C", "F", "F", "C", "F", "C", "F", "F", "C", "F", "F", "C", "F", "F", "C", "F", "C", "F", "F", "C", "F", "F", "C", "F", "F", "C", "F", "C", "F"],
  "xyz": [[4.21843, 0.73584, 0.36456], [3.47944, 0.49285, 1.50155], [4.45836, 0.09348, 2.35253], [2.87223, 1.80807, 2.06194], [2.57336, 1.63088, 3.39996], [3.78675, 2.82430, 1.94742], [1.51954, 2.27322, 1.34658], [0.56065, 2.73086, 2.19955], [1.75570, 3.33235, 0.53089], [0.92420, 1.11732, 0.42400], [1.75975, 1.05483, -0.64541], [0.99583, -0.23074, 1.23163], [0.65691, 0.03589, 2.53271], [2.49429, -0.67972, 1.30718], [2.81066, -1.36557, 0.19267], [2.55188, -1.52967, 2.36996], [-0.14258, -1.12244, 0.68012], [-1.05843, -1.22240, 1.71636], [-0.00666, -2.60252, 0.16384], [0.90295, -2.82849, -0.81278], [0.46849, -3.39642, 1.18311], [-1.41396, -3.11045, -0.31939], [-2.19441, -3.42802, 0.76254], [-1.22883, -4.29159, -0.96864], [-2.17364, -2.17879, -1.34663], [-3.42229, -2.64080, -1.53207], [-1.51496, -2.33022, -2.55955], [-2.15763, -0.68631, -0.86860], [-2.99050, -0.69456, 0.22503], [-2.75334, 0.35784, -1.89159], [-3.90442, 0.84315, -1.32628], [-3.14761, -0.20361, -3.07830], [-1.83390, 1.57225, -2.33393], [-0.96834, 1.15436, -3.32181], [-2.64235, 2.55333, -2.89632], [-0.99625, 2.22018, -1.17894], [-1.75811, 3.16687, -0.53851], [0.09826, 2.82224, -1.72428], [-0.54757, 1.18541, -0.07312], [-1.35675, 1.34828, 1.00014], [-0.71810, -0.27842, -0.47662], [0.04299, -0.53308, -1.60151]],
  "atomic_forces_ev_per_a": [[-1.653, 0.162, 0.389], [2.877, 0.173, -0.092], [-0.778, 0.022, 0.521], [-0.550, 1.499, 0.947], [0.637, 0.076, -1.569], [-0.928, -1.350, 0.192], [-1.385, 0.618, -1.002], [1.055, -0.787, 0.030], [0.494, -0.644, 0.219], [0.365, 0.801, 1.197], [0.184, -0.188, -0.133], [0.918, 0.799, 0.284], [0.269, 0.323, -0.204], [-1.453, -1.462, -0.151], [0.185, 0.250, 0.317], [0.394, 0.573, -0.642], [-0.567, -0.856, -0.144], [0.465, -0.203, -0.887], [1.422, -0.862, 0.785], [-0.848, 0.799, -0.076], [-1.130, 0.787, -0.308], [-0.607, -1.690, 0.223], [0.593, 0.886, -0.923], [0.178, 0.635, 0.204], [0.812, -0.281, -1.129], [0.527, 0.466, 0.464], [-0.597, 0.365, 1.375], [-0.656, -0.211, -0.053], [0.418, 0.120, -0.348], [-1.490, 0.387, -1.151], [1.278, 0.011, -0.365], [0.516, -0.048, 1.000], [-0.200, 0.780, -1.088], [-1.067, 0.322, 1.274], [1.049, -1.479, 0.902], [0.456, 0.741, 0.445], [0.774, -0.910, -0.890], [-0.970, -0.319, 0.386], [0.232, -0.063, -0.144], [-0.250, 0.157, 0.400], [-0.955, -0.635, -0.612], [-0.016, 0.237, 0.356]],
  "nbo_charge": [-0.2906, 0.5724, -0.2881, 0.5820, -0.2918, -0.2834, 0.6281, -0.2939, -0.2972, 0.2989, -0.3058, 0.2293, -0.2945, 0.6200, -0.2881, -0.2866, 0.2721, -0.2904, 0.6281, -0.2882, -0.3015, 0.5809, -0.2922, -0.2923, 0.6301, -0.2783, -0.3055, 0.2072, -0.2884, 0.6200, -0.2906, -0.2974, 0.5812, -0.2912, -0.2925, 0.6261, -0.2885, -0.2905, 0.2179, -0.2897, 0.3182, -0.3153],
  "lumo_ev": -0.667,
  "e_homo_ev": -12.957,
  "gap_ev": 12.29,
  "smiles": "FC1(F)C(F)(F)C(F)(F)[C@@]2(F)[C@](F)(C1(F)F)[C@]1(F)C(F)(F)C(F)(F)C(F)(F)[C@]3(F)C(F)(F)C(F)(F)C(F)(F)[C@@]2(F)[C@]31F",
  "charge": 0,
  "relative_energy_kcal_mol": 0.0,
  "total_energy_ev": -87244.424
}